# C4H5FOS

A single C4H5FOS molecule (ωB97M-V/def2-TZVPD, the Open Molecules 2025 dataset).

Geometry as XYZ:
```
12
Properties=species:S:1:pos:R:3:forces:R:3
C -0.809246 0.054233 -0.489265 0.9 -1.0 -0.7
C 0.165052 0.768717 0.412946 1.2 1.9 -1.6
C 1.171777 -0.096574 0.984072 0.6 -1.0 1.0
C 2.437434 -0.283020 0.593534 -3.5 0.0 1.5
H -0.705568 -0.993921 0.893216 -1.0 -3.0 -3.0
H -0.367277 1.433205 1.095244 0.3 0.0 0.2
H 0.783544 1.356146 -0.332282 -1.0 0.0 1.2
H 3.042934 -0.989150 0.978086 1.5 -2.6 2.1
H 2.978086 0.103914 -0.191384 0.1 1.9 -1.9
O -0.948663 -1.267779 -0.152950 0.0 3.5 3.3
F 0.456571 -0.876351 2.024574 2.0 0.8 -1.1
S -1.252602 0.903691 -1.778010 -1.1 -0.6 -0.8
```
Forces are in eV/Å.

Output
Relative energy (zero: lowest compared OMol25 entry of this formula, charge and spin) in kJ/mol: 213.0
SMILES string: C=C(F)CC(O)=S
HOMO-LUMO gap in eV: 9.10

Results of the Mulliken charge analysis, in e, for atoms 1 through 6:
1. C 0.33
2. C -0.74
3. C 0.79
4. C -1.08
5. H 0.53
6. H 0.30

=====

# C5H11NO3

2 unconnected molecules or ions with the total composition C5H11NO3 (ωB97M-V/def2-TZVPD, the Open Molecules 2025 dataset).

Geometry as XYZ:
```
20
Properties=species:S:1:pos:R:3:forces:R:3
C -1.588950 -0.556402 0.014740 0.0 0.2 -0.1
C -1.883648 0.839940 0.550952 0.0 -0.2 0.0
C -1.185829 -0.531702 -1.455656 -0.1 -0.1 0.2
H -2.475189 -1.183662 0.131492 0.0 -0.1 0.1
H -0.793049 -1.012048 0.609301 -0.1 -0.1 0.0
H -2.198376 0.792275 1.591198 0.0 0.1 0.1
H -0.331142 0.124027 -1.612758 0.1 0.1 -0.1
H -2.676783 1.311520 -0.026957 -0.1 0.1 0.0
H -0.998166 1.471538 0.493997 0.0 0.1 0.0
H -2.004284 -0.158052 -2.067637 -0.1 0.0 -0.1
H -0.924540 -1.530177 -1.800061 0.0 -0.1 -0.1
C 1.916126 -0.993051 0.709238 -0.3 0.2 0.4
C 1.844723 0.509247 0.476813 0.4 0.7 1.1
N 1.762804 1.408069 1.358205 -0.2 -0.3 0.0
O 2.022305 -1.724493 -0.396851 0.1 -0.2 -0.1
O 1.863580 -1.448170 1.817208 0.1 0.0 -0.5
O 1.995377 0.892199 -0.796195 -0.1 1.2 -0.5
H 2.033679 -1.158066 -1.185843 0.0 0.0 0.2
H 1.954114 1.889336 -0.717140 0.1 -1.3 -0.5
H 1.667248 1.057671 2.305954 0.0 -0.3 -0.1
```
Forces are in eV/Å.

Output
Relative energy (zero: lowest compared OMol25 entry of this formula, charge and spin) in kJ/mol: 68.2
SMILES string: [H]/N=C(/O)C(=O)O.CCC
HOMO-LUMO gap in eV: 11.33

Results of the Mulliken charge analysis, in e, for atoms 1 through 6:
1. C -0.07
2. C -1.16
3. C -1.06
4. H 0.38
5. H 0.12
6. H 0.30

=====

# C30H24FN4O5Pb

A molecular structure, C30H24FN4O5Pb (ωB97M-V/def2-TZVPD, the Open Molecules 2025 dataset).

Geometry as XYZ:
```
65
Properties=species:S:1:pos:R:3:forces:R:3
Pb 0.020877 0.041502 -1.588407 0.8 0.2 -0.2
C 4.995615 -0.770199 3.858573 0.9 0.1 1.0
C 3.732608 -0.253583 4.466124 -0.5 0.1 -0.1
C 3.523251 -0.730100 5.905881 0.3 0.2 -1.1
C 2.240696 -0.139800 6.449821 -0.3 -0.5 0.3
C 1.052139 -0.226710 5.509787 0.4 -0.3 -0.8
C -0.251918 -0.092077 5.917338 -0.7 0.2 0.9
C -1.312958 -0.082869 5.012623 0.7 0.3 -1.3
F -2.581295 0.098643 5.412008 -0.1 -0.1 0.6
C -1.097114 -0.165723 3.647653 -0.1 -0.2 0.7
C 0.213195 -0.316235 3.196526 0.8 -0.7 -0.1
C 0.477435 -0.570163 1.743138 0.2 0.0 -0.2
O -0.379226 -0.252920 0.911143 -0.4 0.0 0.2
C 1.755195 -1.177230 1.423395 0.5 0.4 0.8
C 2.744892 -1.069202 2.377953 -1.0 -0.5 -0.7
N 2.573321 -0.668675 3.663539 -0.3 0.6 -0.3
C 1.279282 -0.382560 4.125842 0.0 -0.1 -0.3
C 2.149548 -1.911564 0.108681 -0.1 -0.5 0.2
O 3.234076 -2.509710 0.159043 0.0 0.3 0.0
O 1.311440 -1.928012 -0.833672 0.2 0.2 0.4
H 5.777296 -0.547679 4.593332 0.2 0.0 -0.3
H 5.274698 -0.352897 2.905432 0.0 0.3 -0.2
H 4.951471 -1.833337 3.758557 0.0 -0.8 -0.1
H 3.813185 0.848067 4.478194 -0.4 -0.2 0.0
H 4.379569 -0.392535 6.460532 0.3 0.4 0.5
H 3.599364 -1.815561 5.941082 -0.5 -0.2 -0.1
H 2.396145 0.928826 6.593567 0.1 0.1 0.5
H 2.056004 -0.647441 7.408604 -0.4 0.5 -0.1
H -0.468735 0.030971 6.979311 0.0 -0.1 -0.2
H -1.945184 -0.210978 2.974007 0.2 0.2 -0.1
H 3.719991 -1.421349 2.078379 -0.1 0.0 0.0
C 0.894880 2.214264 -7.347961 -0.7 -1.1 -0.3
C 0.480251 0.887274 -7.607323 1.0 1.3 -0.6
C -0.139807 0.132118 -6.640665 0.0 -0.6 0.0
C -0.345437 0.711702 -5.385253 0.0 -0.7 -0.5
C 0.029337 2.016083 -5.125297 -0.2 -0.7 1.0
C 0.641018 2.752292 -6.112058 0.3 0.8 0.3
N -0.770074 -0.092193 -4.292255 0.8 1.2 0.6
N -1.663004 -0.893935 -4.500493 -0.6 -0.7 0.0
C -2.021365 -1.666860 -3.346891 -1.1 0.1 -0.3
C -3.181986 -2.413740 -3.531228 -0.2 -0.5 -1.0
C -3.704007 -3.154866 -2.504268 0.2 -0.7 0.7
C -3.024880 -3.209953 -1.264282 -1.3 -0.7 -0.9
C -1.884976 -2.475085 -1.127278 0.9 0.1 1.6
C -1.412093 -1.614753 -2.119165 0.4 0.0 0.5
H 1.372263 2.770558 -8.140200 0.2 0.1 0.1
H 0.823543 0.527485 -8.574331 -0.5 -0.5 0.1
H -0.389089 -0.928862 -6.815026 0.1 0.7 0.2
H -0.117029 2.363459 -4.095991 0.1 0.2 -0.4
H 0.987205 3.736807 -5.848415 0.0 0.3 -0.1
H -3.622134 -2.475845 -4.537982 0.1 0.2 0.5
H -4.543312 -3.813880 -2.700500 -0.1 0.2 0.2
H -3.418389 -3.859452 -0.460854 0.4 0.5 -0.5
H -1.352452 -2.573588 -0.147469 -0.3 0.4 -1.0
O -3.762430 0.226995 -0.881928 0.9 1.3 -0.1
C -3.201418 1.312476 -1.053699 -1.2 -0.8 -0.1
C -3.898976 2.660570 -0.785280 -0.3 -0.1 0.7
C -2.927244 3.682432 -1.369004 0.4 -0.2 0.6
C -1.710943 2.829408 -1.764577 0.8 1.4 -0.3
O -0.691335 3.357022 -2.257397 -1.2 -1.0 0.6
N -1.934664 1.526807 -1.530958 0.1 -0.7 0.0
H -3.969033 2.730852 0.324132 0.0 0.1 -0.6
H -4.945189 2.643236 -1.157744 0.8 0.1 0.0
H -2.585673 4.453490 -0.653837 -0.2 -0.3 -0.4
H -3.246432 4.158762 -2.282488 -0.4 0.3 -0.2
```
Forces are in eV/Å.

Output
Relative energy (zero: lowest compared OMol25 entry of this formula, charge and spin) in kJ/mol: 0.0
Charge: -1
HOMO-LUMO gap in eV: 6.99

Results of the Mulliken charge analysis, in e, for atoms 1 through 6:
1. Pb 1.09
2. C -2.11
3. C 0.84
4. C -1.06
5. C -0.89
6. C 0.48

=====

# CH4FNOP2

A single CH4FNOP2 molecule (ωB97M-V/def2-TZVPD, the Open Molecules 2025 dataset).

Geometry as XYZ:
```
10
Properties=species:S:1:pos:R:3:forces:R:3
C -1.227264 0.494719 0.140298 -0.1 1.1 1.8
N 3.057317 0.945771 0.144798 -5.3 3.5 -0.4
O 0.171824 0.442906 -0.023484 2.3 1.9 0.3
F 2.043005 -1.282758 0.631103 0.5 -0.5 -0.7
P 1.194481 1.783651 0.210143 3.0 -3.7 0.0
P 2.873006 -0.518290 -0.560491 2.0 -1.2 1.7
H -1.558240 -0.211087 0.932896 0.3 0.6 -0.5
H -1.613807 0.235864 -0.774218 -1.2 -1.1 -2.1
H -1.624836 1.521097 0.282484 0.4 -0.4 0.5
H 4.333678 -0.865181 -0.086973 -1.9 -0.2 -0.7
```
Forces are in eV/Å.

Output
Relative energy (zero: lowest compared OMol25 entry of this formula, charge and spin) in kJ/mol: 106.7
SMILES string: CO/P=N\PF
HOMO-LUMO gap (alpha / beta) in eV: 6.69 / 7.58

Results of the Mulliken charge analysis, in e, for atoms 1 through 6:
1. C -0.61
2. N -0.36
3. O -0.19
4. F -0.28
5. P 0.34
6. P 0.26

=====

# C6H9F

2 unconnected molecules or ions with the total composition C6H9F (ωB97M-V/def2-TZVPD, the Open Molecules 2025 dataset).

Geometry as XYZ:
```
16
Properties=species:S:1:pos:R:3:forces:R:3
C 0.901205 2.530665 -0.831501 -0.2 3.2 0.5
C -1.024085 -1.998566 -0.434799 -3.5 -1.4 0.0
C 0.573045 1.461599 -1.527275 -0.6 -3.8 -0.8
C -0.983799 -0.720936 -0.281403 -1.6 0.5 2.2
C -1.757345 0.374734 0.442818 2.4 -1.9 1.6
C 0.946560 0.123820 -1.090942 2.6 3.0 -4.0
F 1.891772 0.062428 -0.149834 -0.3 -0.4 0.6
H 0.573583 3.540600 -1.108235 0.1 -0.5 -0.1
H 1.512282 2.515715 0.033273 0.5 -0.4 0.7
H -0.353724 -2.655052 -0.933657 1.0 -0.2 -0.3
H -2.066513 -2.591545 -0.248392 2.0 1.2 -0.1
H -0.048813 1.499941 -2.451389 0.5 0.0 0.9
H -1.586774 1.361695 0.047624 -0.5 0.1 -0.4
H -2.728860 -0.068582 0.468001 -1.3 0.6 0.0
H -1.369234 0.401479 1.541917 -0.6 -0.1 -1.8
H 1.106578 -0.612163 -1.912493 -0.5 0.0 1.1
```
Forces are in eV/Å.

Output
Expectation value of S²: 2.0324
Relative energy (zero: lowest compared OMol25 entry of this formula, charge and spin) in kJ/mol: 123.6
HOMO-LUMO gap (alpha / beta) in eV: 6.69 / 8.30
Multiplicity: 3

Results of the Mulliken charge analysis, in e, for atoms 1 through 6:
1. C -0.76
2. C -0.69
3. C -0.23
4. C 0.32
5. C -0.99
6. C -0.02

=====

# C3H10S3

2 unconnected molecules or ions with the total composition C3H10S3 (ωB97M-V/def2-TZVPD, the Open Molecules 2025 dataset).

Geometry as XYZ:
```
16
Properties=species:S:1:pos:R:3:forces:R:3
C 2.033240 -0.669094 -3.737718 0.6 -0.2 -0.5
S 1.420447 0.112065 -2.253744 -0.3 0.1 0.3
S 3.064806 0.068315 -1.026217 -0.1 0.0 -0.1
H 2.948804 -0.191022 -4.069283 0.2 0.1 0.0
H 1.322215 -0.545107 -4.550482 -0.3 0.0 0.1
H 2.235904 -1.726184 -3.586870 -0.1 -0.1 0.0
H 3.555990 1.267090 -1.376604 0.1 0.0 0.0
C -2.166903 1.501702 3.308896 -0.1 0.2 0.1
C -2.723290 0.098090 3.482405 0.6 -0.1 -0.5
S -3.062019 -0.685374 1.850847 -0.1 0.1 0.2
H -2.863532 2.151556 2.767450 0.2 -0.1 0.1
H -1.216246 1.484451 2.784522 0.0 -0.1 -0.3
H -1.940097 1.935866 4.283084 -0.2 0.1 0.1
H -1.960606 -0.520324 3.961869 -0.3 0.0 0.2
H -3.642709 0.088762 4.050778 -0.1 0.0 0.2
H -4.318086 -1.046624 2.132208 0.0 -0.1 -0.1
```
Forces are in eV/Å.

Output
Relative energy (zero: lowest compared OMol25 entry of this formula, charge and spin) in kJ/mol: 14.9
SMILES string: CCS.CSS
HOMO-LUMO gap in eV: 9.59

Results of the Mulliken charge analysis, in e, for atoms 1 through 6:
1. C -0.76
2. S -0.05
3. S -0.22
4. H 0.29
5. H 0.27
6. H 0.30